Entry 1:
Here is a structure of composition C20H14CuF3O5PSSe at a distorted geometry from the OMol25 dataset. Energies are from ωB97M-V with the def2-TZVPD basis set.

```
46
Properties=species:S:1:pos:R:3:forces:R:3
Cu -0.193300 -0.542847 1.409527 -0.0297 -0.0463 0.1851
O -2.984192 -1.770003 -0.042298 0.0382 0.0647 -0.0118
C -1.817999 -2.095737 -0.286725 -0.0715 -0.0404 -0.0376
O -0.843657 -2.233586 0.505554 0.0347 0.1265 0.0361
C -1.537665 -2.445626 -1.750357 0.0022 -0.0013 0.0184
C -2.132467 -3.605479 -2.245373 -0.0077 -0.0107 -0.0364
C -1.968844 -3.994217 -3.562033 -0.0088 0.0096 0.0341
C -1.231778 -3.201244 -4.433118 -0.0019 0.0273 -0.0197
C -0.657940 -2.036108 -3.962135 0.0333 -0.0241 -0.0098
C -0.779589 -1.661932 -2.623333 0.0330 -0.0502 0.0397
P -0.022035 -0.106276 -2.091612 -0.0894 -0.0302 -0.0599
C 1.708151 0.009786 -2.609045 -0.0893 -0.5587 -0.1861
C 2.165665 0.084106 -3.928678 0.0219 -0.0312 -0.0168
C 3.482791 0.413721 -4.191734 -0.0509 0.0033 -0.0761
C 4.332752 0.743654 -3.141066 -0.0102 0.0482 0.1456
C 3.898161 0.602855 -1.836819 0.3805 -0.5048 -0.1733
C 2.643252 0.062012 -1.579265 -0.7355 1.9692 0.2748
C -0.994664 1.142888 -3.013436 0.0477 -0.0099 -0.0311
C -0.713604 1.674726 -4.267797 -0.0074 0.0424 0.0585
C -1.570727 2.602168 -4.847076 0.0085 0.0023 -0.0021
C -2.716422 3.005393 -4.178066 -0.0026 0.0040 0.0007
C -3.000797 2.482902 -2.923421 -0.0030 -0.0013 -0.0050
C -2.145605 1.559793 -2.342411 -0.0264 -0.0292 -0.0066
H -2.738479 -4.195909 -1.569415 0.0159 -0.0132 0.0004
H -2.424357 -4.912028 -3.915769 0.0100 -0.0043 0.0012
H -1.102423 -3.489420 -5.468955 0.0052 -0.0069 0.0059
H -0.099962 -1.413013 -4.650547 0.0140 -0.0277 0.0139
H 1.506728 -0.113258 -4.762919 0.0095 0.0162 0.0018
H 3.833849 0.453597 -5.215751 -0.0048 0.0144 -0.0008
H 5.330468 1.113386 -3.347307 0.0145 -0.0339 0.0012
H 4.551367 0.839572 -1.007394 0.0330 -0.0671 -0.0092
H 2.270750 0.066498 -0.563453 0.1300 -0.4394 0.0658
H 0.189895 1.396249 -4.789181 -0.0143 0.0108 -0.0214
H -1.335131 3.016148 -5.820473 0.0018 -0.0044 0.0002
H -3.382523 3.731618 -4.629224 -0.0008 -0.0049 -0.0036
H -3.890149 2.796925 -2.391120 0.0019 -0.0023 0.0020
H -2.354934 1.154057 -1.359404 -0.0065 -0.0015 -0.0084
F 1.969620 -5.638939 -0.649479 -0.0158 -0.0224 -0.0154
C 2.785526 -4.569116 -0.486497 0.0424 0.0173 -0.1094
F 2.528724 -4.068578 0.729846 0.0017 0.0142 0.0562
F 4.046464 -5.049613 -0.462708 0.0295 -0.0235 0.0406
S 2.528396 -3.287563 -1.865778 -0.1288 -0.1462 -0.2186
O 3.471384 -2.241934 -1.392321 0.2978 -0.2458 0.1431
O 3.048695 -4.065037 -3.021810 -0.0391 0.0114 0.0528
O -0.201910 0.202510 -0.648190 0.1778 0.0866 0.0851
Se 0.349585 0.600128 3.278472 -0.0405 -0.0871 -0.2041
```
Positions in Å, forces in eV/Å.

Calculated values
2S+1: 2
DFT total energy (eV): -169470.1747
Charge: -2
Lowest unoccupied orbital energy (spin up / spin down) (eV): 4.32 / 4.32

Taken from the Mulliken analysis, the atomic charges in e are:
1. Cu 0.024
2. O -0.722
3. C 0.310
4. O -0.802
5. C 0.655
6. C -0.694
7. C -0.543
8. C -0.859
9. C -0.276
10. C 0.862
11. P 1.065
12. C 0.192
13. C 0.191
14. C -0.907
15. C -0.373
16. C -0.619
17. C -0.203
18. C 0.466
19. C -0.052
20. C -0.764
21. C -0.375
22. C -0.659
23. C -0.650
24. H 0.439
25. H 0.358
26. H 0.389
27. H 0.117
28. H 0.101
29. H 0.380
30. H 0.356
31. H 0.383
32. H 0.424
33. H 0.128
34. H 0.394
35. H 0.350
36. H 0.384
37. H 0.374
38. F -0.274
39. C 0.485
40. F -0.247
41. F -0.266
42. S 0.792
43. O -0.665
44. O -0.771
45. O -0.433
46. Se -0.467



Entry 2:
Here is a structure of composition C20H14I2N3O5SbSe4Ta at a distorted geometry from the OMol25 dataset. Energies are from ωB97M-V with the def2-TZVPD basis set.

```
50
Properties=species:S:1:pos:R:3:forces:R:3
Ta 1.525843 -0.348761 -0.369607 0.8472 0.6150 5.3688
O 1.476337 -1.189349 -2.407343 -1.7293 0.7173 0.1231
C 0.225600 -0.955537 -2.022752 1.4425 0.0612 1.0684
O -0.178018 -1.658856 -1.041704 -0.4841 1.0599 -1.2042
C -0.004462 0.618918 -2.037543 -0.4047 -0.1474 -0.9179
C 0.317469 1.351782 -3.168869 -0.3790 -0.2537 0.1754
C 0.690840 2.676201 -2.999128 0.1107 0.2552 -0.0459
C 0.828885 3.213081 -1.730584 -0.3004 0.0328 0.1842
C 0.552478 2.403118 -0.638288 -0.4035 0.0770 0.1989
N 0.045335 1.172474 -0.781542 1.0945 -1.3709 -2.2372
C 0.909556 2.650100 0.828010 -0.0500 0.3695 0.2474
O 0.480753 3.681110 1.350253 0.1106 -0.1996 -0.1843
O 1.584868 1.699031 1.302509 -0.2884 -0.4841 -0.5922
H 0.347825 0.871806 -4.136027 -0.0142 0.0192 -0.0015
H 0.981872 3.259923 -3.865015 -0.0421 -0.0139 0.0409
H 1.241306 4.197799 -1.562522 -0.0626 0.0089 -0.0021
I -4.619651 -4.137798 1.999197 0.0280 -0.0507 0.0676
C -2.890582 -2.966910 1.909380 0.0672 0.0049 0.0297
C -1.643338 -3.571991 1.869319 -0.1590 0.0699 0.0641
C -0.521287 -2.768231 1.797424 0.0963 0.0277 -0.1815
I 1.354457 -3.686777 1.860826 -0.0100 0.1952 -0.1658
C -0.603434 -1.366603 1.661862 -0.2853 -0.9022 -0.0729
O 0.472432 -0.638722 1.439125 1.2030 0.0243 -1.5061
C -1.871129 -0.783779 1.813860 0.1164 0.3098 0.2324
C -1.979960 0.715078 2.013931 0.0531 -0.0455 0.0747
N -2.157337 1.510746 0.809238 -0.0455 0.1740 0.1277
C -3.489201 1.529048 0.253832 -0.1213 -0.0954 -0.0770
C -3.826805 0.219601 -0.426902 -0.0417 0.1158 -0.2390
C -4.967396 -0.495143 -0.085928 -0.0957 0.0157 -0.2047
C -5.206674 -1.719432 -0.689736 -0.0781 0.1030 -0.0371
C -4.304196 -2.179050 -1.631590 0.0683 0.0014 -0.0387
C -3.219794 -1.370640 -1.945360 -0.0732 -0.1024 0.0330
N -2.978410 -0.201487 -1.369286 -0.0264 0.1257 0.0620
C -2.992303 -1.588340 1.940752 -0.0051 -0.0702 0.1885
H -1.543827 -4.647319 1.908021 0.0018 0.0004 0.0088
H -1.048734 1.055916 2.470956 -0.0418 -0.0259 0.0380
H -2.795511 0.884459 2.739071 0.0213 0.0352 -0.0574
H -1.846259 2.455102 1.000318 0.0471 0.0374 -0.0186
H -3.528024 2.322748 -0.497516 -0.0119 -0.0148 0.0060
H -4.272474 1.748055 1.001743 0.0504 -0.0373 0.0027
H -5.641518 -0.105511 0.666930 0.0124 -0.0101 0.0107
H -6.071621 -2.309749 -0.415233 0.0281 0.0210 -0.0169
H -4.426575 -3.140764 -2.110468 -0.0108 0.0062 -0.0167
H -2.506113 -1.687269 -2.700234 -0.0263 -0.0430 0.0011
H -3.958132 -1.119192 2.077038 0.0994 -0.0575 0.0991
Se 6.431207 -0.895911 4.015562 0.1356 0.0566 0.0788
Sb 5.584895 -2.287891 2.294010 0.0471 -0.6226 0.4113
Se 3.553043 1.010833 -0.939145 -0.3027 -1.0121 -0.0480
Se 3.705234 -0.825890 0.743276 -0.3932 1.0810 -0.9972
Se 7.125268 -3.402932 0.874081 0.2052 -0.0620 -0.0805
```
Positions in Å, forces in eV/Å.

Calculated values
DFT total energy (eV): -321352.6298
Charge: -1
Energy above the lowest of the compared OMol25 structures with the same formula, charge and spin (eV): 7.975
Lowest unoccupied orbital energy (spin up / spin down) (eV): -0.53 / -0.53

Taken from the Mulliken analysis, the atomic charges in e are:
1. Ta 0.841
2. O -0.505
3. C 0.340
4. O -0.305
5. C 1.033
6. C -1.236
7. C -0.415
8. C -0.788
9. C 0.519
10. N 0.553
11. C 0.262
12. O -0.747
13. O -0.441
14. H 0.513
15. H 0.407
16. H 0.512
17. I 0.024
18. C -0.556
19. C -0.362
20. C 0.031
21. I 0.070
22. C -0.071
23. O -0.528
24. C 0.712
25. C -1.657
26. N 0.008
27. C -1.169
28. C 0.758
29. C -0.663
30. C -0.483
31. C -0.867
32. C -0.096
33. N -0.119
34. C -0.410
35. H 0.360
36. H 0.651
37. H 0.421
38. H 0.337
39. H 0.409
40. H 0.320
41. H 0.366
42. H 0.550
43. H 0.413
44. H 0.393
45. H 0.738
46. Se -0.590
47. Sb 0.465
48. Se -0.389
49. Se -0.009
50. Se -0.603